The following is a quantum chemistry calculation of the ion C8H11N2S with charge +1 in a non-equilibrium geometry, from the OMol25 dataset.

LUMO energy = -6.195 eV
energy relative to the best compared isomer or geometry (same formula, charge and spin) = 220.8 kJ/mol
charge = +1
highest occupied orbital energy = -13.2 eV

Each line ends with the Mulliken charge.
CARTESIAN COORDINATES (ANGSTROEM)
S -1.56874 2.85736 2.22836  0.224
N 1.39762 -1.47551 1.79142  -0.413
N -2.17957 4.09350 1.39071  -0.310
C 0.39976 -1.60233 0.78245  -1.191
C -1.72437 2.63466 -0.28297  -0.455
C -0.55762 -0.33057 -1.26675  -0.630
C -2.14178 3.86977 0.05975  -0.456
C -0.04175 -0.32447 0.23876  1.142
C -1.20533 1.85435 0.82036  0.765
C -0.63383 0.64567 1.10047  -0.353
C 0.85707 0.04963 -1.06277  -0.491
H 1.34283 -1.98411 2.57685  0.184
H -1.78095 2.34727 -1.38761  0.206
H -2.74588 4.60210 -0.45074  0.421
H 0.63928 -2.21086 -0.07293  0.438
H -0.80736 0.24126 2.20439  0.249
H -1.32365 0.32994 -1.63569  0.212
H 1.61357 -0.64418 -1.22463  0.307
H -0.69772 -1.41010 -1.51880  0.240
H -0.48934 -2.05792 1.29682  0.428
H 2.28916 -1.50266 1.40765  0.183
H 1.37370 0.96276 -1.07700  0.301

---

The following is a quantum chemistry calculation of a cluster of 2 separate species, C5H13NO2 in total in a non-equilibrium geometry, from the OMol25 dataset.

LUMO energy = 0.791 eV
energy relative to the best compared isomer or geometry (same formula, charge and spin) = 114.6 kJ/mol
highest occupied orbital energy = -9.6 eV

Each line ends with the Mulliken charge.
CARTESIAN COORDINATES (ANGSTROEM)
O -0.14185 0.87988 2.87060  -0.713
O -1.22542 -2.47195 -0.98109  -0.536
N 1.02720 0.10842 0.45867  -0.459
C -0.38354 0.48540 -1.43502  -0.797
C 0.01752 1.81089 -0.76083  -0.505
C -0.64717 -1.64405 0.00475  -0.836
C 1.32795 1.43956 -0.06560  -0.619
C 0.32554 -0.62040 -0.61729  0.302
H -1.02934 0.56196 2.97849  0.299
H -1.45388 0.31213 -1.51270  0.273
H 0.09693 2.63551 -1.47196  0.347
H -1.41502 -1.09709 0.56233  0.395
H -0.04131 0.48785 -2.47197  0.273
H -1.99313 -2.00207 -1.32864  0.341
H 0.98233 -1.11802 -1.34154  0.300
H -0.73719 2.10424 -0.02785  0.274
H 1.85746 -0.38485 0.74102  0.202
H 2.14331 1.45081 -0.80434  0.357
H 0.11386 0.54117 1.98518  0.452
H 0.02261 -2.22607 0.63872  0.315
H 1.51501 2.14888 0.73966  0.334